Entry 1:
{"formula": "H11O5S", "method": "the ωB97M-V functional and the def2-TZVPD basis", "symbols": ["S", "H", "H", "H", "O", "H", "H", "O", "H", "H", "O", "H", "H", "O", "H", "H", "O"], "xyz": [[1.21443, 1.66644, -2.01267], [1.24194, 1.72307, -0.60832], [-1.84211, -1.92642, 0.73669], [-0.45000, -1.98279, 1.08916], [-1.23948, -2.49941, 0.98279], [-1.33679, 0.56570, -0.02348], [-2.53116, 0.69652, 0.78883], [-1.62070, 0.45221, 0.88550], [-0.67537, 1.36986, -2.12068], [-1.32860, -0.16322, -2.42233], [-1.45270, 0.60463, -1.82960], [1.40835, 0.10741, 2.17143], [1.86228, 1.11620, 1.19356], [2.06238, 0.72363, 2.04084], [2.27109, -0.83430, -0.17734], [1.00701, -0.61127, -0.75081], [1.40944, -1.00827, 0.05643]], "atomic_forces_ev_per_a": [[0.590, 0.352, 1.195], [-0.184, 0.066, -1.480], [-4.688, 4.672, -1.863], [0.706, 0.386, -0.069], [4.084, -5.102, 1.893], [0.537, -0.098, -1.069], [-0.840, 0.218, 0.224], [0.221, -0.191, 0.883], [-1.223, -2.458, 0.875], [0.173, 0.796, 0.467], [0.679, 1.283, -1.121], [-2.406, -2.276, 0.236], [-0.121, 0.023, -0.315], [2.706, 2.488, 0.372], [3.513, 0.465, -0.238], [-0.397, -0.110, 0.544], [-3.350, -0.516, -0.535]], "largest_force_ev_per_a": 6.9, "orbital_gap_ev": 7.84, "total_charge": -1, "energy_ha": -781.0192}

---

Entry 2:
{"formula": "H12Li5O14S2", "method": "the ωB97M-V functional and the def2-TZVPD basis", "symbols": ["Li", "Li", "Li", "Li", "Li", "S", "O", "O", "O", "O", "S", "O", "O", "O", "O", "O", "H", "H", "O", "H", "H", "O", "H", "H", "O", "H", "H", "O", "H", "H", "O", "H", "H"], "xyz": [[0.78948, -2.06067, 1.83810], [3.00648, -1.50669, 0.27124], [1.47751, -0.40185, -3.07873], [1.89785, 2.62962, -1.78550], [-0.43753, -2.28778, -1.95411], [0.32238, 0.28389, -0.28791], [0.12297, -0.50597, -1.56381], [0.87449, 1.62310, -0.64971], [-0.96232, 0.46377, 0.37174], [1.21543, -0.47257, 0.60645], [1.38849, -4.16067, -0.45657], [1.25034, -5.25143, 0.46314], [1.91379, -2.93799, 0.32425], [2.32244, -4.35618, -1.56851], [0.03216, -3.75511, -0.99850], [-0.32461, 4.12847, 0.16073], [0.05192, 3.28261, -0.07708], [-0.96189, 3.91367, 0.85212], [-2.97921, 2.35178, 0.36735], [-2.34860, 1.66844, 0.10188], [-3.03973, 2.95092, -0.38390], [3.83293, -0.31887, 1.66133], [3.27292, 0.46331, 1.56644], [4.58002, -0.02813, 2.19561], [-2.26861, 0.86964, -2.51644], [-1.71843, 0.48653, -1.82552], [-3.17099, 0.84870, -2.18039], [-0.16394, 1.84926, 2.75609], [-0.55719, 1.32593, 2.04668], [-0.91173, 2.22174, 3.23388], [-2.91283, -1.45920, 0.31100], [-3.50238, -0.89751, -0.20158], [-2.09160, -0.96079, 0.40025]], "atomic_forces_ev_per_a": [[0.353, -0.586, -0.908], [-0.121, -0.641, 0.440], [-0.669, -0.485, 0.444], [-0.481, 0.492, 0.696], [-0.405, -1.027, 0.888], [-0.690, -0.342, 1.277], [1.166, 0.449, -0.966], [1.086, -0.586, -0.953], [0.471, -0.090, -0.562], [0.400, 0.994, -0.481], [0.250, -0.553, -0.950], [-0.052, -0.023, 0.164], [-0.271, 0.898, 0.806], [-0.368, 0.430, 0.239], [0.334, 0.903, -0.054], [0.073, 0.404, -0.237], [-0.171, -0.364, 0.300], [-0.017, -0.006, 0.007], [-0.037, -0.028, -0.065], [-0.101, 0.270, 0.115], [0.000, 0.041, 0.017], [-0.248, 0.273, -0.434], [-0.095, -0.035, 0.300], [0.114, -0.251, -0.008], [0.175, -0.022, -0.142], [-0.307, -0.022, -0.003], [-0.014, 0.053, -0.031], [0.147, -0.083, -0.059], [-0.202, 0.128, 0.131], [0.003, -0.002, 0.048], [0.142, -0.364, -0.279], [-0.077, 0.021, 0.181], [-0.387, 0.151, 0.078]], "largest_force_ev_per_a": 1.6, "orbital_gap_ev": 4.69, "total_charge": 1, "energy_ha": -1894.6848}

---

Entry 3:
{"formula": "H12NO4", "method": "the ωB97M-V functional and the def2-TZVPD basis", "symbols": ["N", "H", "H", "H", "H", "H", "H", "O", "H", "H", "O", "H", "H", "O", "H", "H", "O"], "xyz": [[-0.15954, -0.37667, -0.99691], [-0.55522, -0.53786, -0.05849], [-0.12278, 0.65807, -1.17834], [0.76028, -0.81274, -1.12635], [-0.74072, -0.84689, -1.69274], [-0.19014, -1.26955, 3.16491], [-0.46581, -0.21440, 4.30650], [-0.64397, -0.43709, 3.38050], [-1.04511, 2.51460, -1.82499], [0.03961, 3.17018, -0.92914], [-0.35579, 2.32785, -1.18158], [2.87918, -1.83125, -2.64590], [3.81494, -1.63622, -1.53180], [3.13846, -1.12858, -2.02043], [-2.80156, 0.36564, 1.18237], [-1.68536, -0.00592, 2.06971], [-1.86647, 0.06083, 1.08268]], "atomic_forces_ev_per_a": [[0.096, -0.512, -0.275], [0.629, -0.080, -0.965], [0.219, -0.119, 0.095], [0.485, 0.267, 0.263], [-0.297, 0.163, -0.009], [0.219, -0.073, 0.378], [-0.023, 0.041, 0.395], [-0.389, -0.018, -1.000], [-0.117, 0.425, -0.233], [0.148, 0.118, -0.045], [-0.236, -0.470, 0.206], [0.014, 0.610, -0.131], [-0.108, 0.706, 0.053], [-0.238, -1.355, 0.147], [-0.318, 0.214, -0.940], [1.134, -0.170, 0.309], [-1.216, 0.252, 1.753]], "largest_force_ev_per_a": 2.1, "spin_multiplicity": 2, "orbital_gap_ev": [10.04, 1.87], "total_charge": 2, "energy_ha": -362.1242}

---

Entry 4:
{"formula": "H12O5S2", "method": "the ωB97M-V functional and the def2-TZVPD basis", "symbols": ["S", "S", "H", "H", "O", "H", "H", "O", "H", "H", "O", "H", "H", "O", "H", "H", "O", "H", "H"], "xyz": [[3.06040, 1.72831, -3.02686], [2.62675, -0.01972, -1.94874], [2.04438, 1.73648, -3.88705], [3.29573, 0.39644, -0.80875], [-0.49338, 0.00476, -1.45703], [0.28443, 0.69398, -1.44582], [-1.16822, 0.20569, -0.81408], [-0.75511, 0.61729, 1.71273], [-0.38821, 1.22821, 2.40739], [-0.48453, -0.29215, 1.95855], [-2.95401, 1.94164, 4.78614], [-2.59138, 2.28026, 5.61853], [-3.55300, 2.67548, 4.72075], [0.06314, -2.13629, -3.61024], [-0.69504, -1.82162, -3.15201], [0.44546, -2.85565, -3.14002], [0.23713, -1.95557, 1.01676], [0.50868, -1.53996, 0.25513], [0.51678, -2.88758, 0.81461]], "atomic_forces_ev_per_a": [[0.663, 0.195, 0.174], [0.527, 0.258, 0.560], [-0.426, -0.308, 0.112], [-0.588, -0.125, -0.893], [2.307, 1.096, -0.772], [-2.563, -1.936, 0.400], [0.063, 0.670, 0.594], [0.695, 0.454, 1.036], [-0.640, -1.133, -1.021], [-0.120, 0.686, -0.115], [0.419, 0.502, 1.004], [0.723, -0.890, 0.117], [-1.117, 0.396, -1.109], [0.701, 0.432, -1.632], [-0.754, 0.386, 0.915], [0.178, -0.741, 0.704], [-0.203, -3.309, 2.169], [0.715, 2.196, -2.980], [-0.582, 1.171, 0.736]], "smiles": "SS.O.O.O.O.O", "largest_force_ev_per_a": 4.0, "orbital_gap_ev": 8.86, "energy_ha": -1179.7235}

---

Entry 5:
{"formula": "H12O5S2", "method": "the ωB97M-V functional and the def2-TZVPD basis", "symbols": ["S", "S", "H", "H", "O", "H", "H", "O", "H", "H", "O", "H", "H", "O", "H", "H", "O", "H", "H"], "xyz": [[-1.10265, -3.27195, 3.33189], [-2.36005, -3.84921, 1.77980], [-0.44917, -2.28845, 2.55165], [-3.51767, -4.02129, 2.44154], [2.32996, -1.36401, 0.38840], [2.37266, -1.88926, 1.18130], [1.73684, -1.77887, -0.25117], [0.09327, 0.30972, 3.71331], [0.37295, 1.13575, 3.18912], [-0.88263, 0.62288, 3.81096], [1.71557, 1.72243, -0.71373], [1.97526, 2.51896, -0.17266], [2.33543, 1.01454, -0.47884], [-0.62060, 2.51853, -2.53276], [-1.27752, 3.04291, -2.04862], [0.16662, 2.53328, -1.95587], [-1.27339, 0.76528, -4.78226], [-1.02529, 1.27972, -3.98226], [-0.58958, 0.99903, -5.46977]], "atomic_forces_ev_per_a": [[0.729, 1.034, -0.902], [-0.034, -0.341, -0.346], [-0.892, -0.921, 1.057], [0.197, 0.305, 0.215], [0.074, 0.681, -0.701], [-0.189, -0.435, 0.212], [0.119, -0.132, 0.432], [-2.275, 3.248, -1.165], [0.068, -1.970, 1.009], [2.214, -1.362, 0.116], [0.382, 1.372, 0.822], [-0.213, -1.469, -0.824], [-0.226, 0.152, 0.071], [0.144, 0.472, 0.647], [0.174, -0.270, -0.325], [-0.265, -0.382, -0.334], [1.213, 0.579, -0.648], [-0.081, -0.241, -0.602], [-1.138, -0.320, 1.267]], "smiles": "SS.O.O.O.O.O", "largest_force_ev_per_a": 4.1, "orbital_gap_ev": 8.84, "energy_ha": -1179.7325}

---

Entry 6:
{"formula": "H12O6", "method": "the ωB97M-V functional and the def2-TZVPD basis", "symbols": ["O", "H", "H", "O", "H", "H", "O", "H", "H", "O", "H", "H", "O", "H", "H", "O", "H", "H"], "xyz": [[0.91438, 2.27343, 1.13654], [1.11334, 1.83151, 1.94069], [-0.05575, 2.48764, 1.20715], [1.26266, -1.74995, -1.22887], [2.01288, -2.25625, -0.99289], [0.54938, -1.93182, -0.59209], [-2.22546, 1.58755, -0.70306], [-2.89358, 1.31891, -1.34438], [-1.32215, 1.51713, -1.13758], [-1.35805, -1.37189, -0.33722], [-1.37710, -0.46911, -0.09953], [-2.07966, -1.80678, 0.08390], [0.20321, 1.03876, -1.56225], [0.40151, 0.10719, -1.59356], [0.93744, 1.51978, -1.18835], [1.08372, -1.30862, 2.46363], [1.89443, -1.83777, 2.36276], [0.93881, -0.94970, 1.58511]], "atomic_forces_ev_per_a": [[-1.774, 0.902, -1.029], [0.340, -0.639, 1.177], [1.422, -0.325, -0.187], [-1.284, 0.933, -0.120], [1.089, -0.786, 0.391], [0.021, -0.141, -0.316], [0.614, -0.073, -0.055], [0.306, 0.091, 0.009], [-1.118, -0.074, 0.257], [1.228, -1.453, -0.887], [-0.470, 1.887, 0.430], [-0.792, -0.316, 0.533], [-0.590, 0.610, -0.518], [0.604, -0.626, -0.001], [0.409, -0.071, 0.371], [0.559, -0.337, -0.023], [-0.446, 0.294, 0.167], [-0.117, 0.125, -0.198]], "smiles": "O.O.O.O.O.O", "largest_force_ev_per_a": 2.2, "orbital_gap_ev": 11.30, "energy_ha": -458.6368}

---

Entry 7:
{"formula": "H12O6", "method": "the ωB97M-V functional and the def2-TZVPD basis", "symbols": ["O", "H", "H", "O", "H", "H", "O", "H", "H", "O", "H", "H", "O", "H", "H", "O", "H", "H"], "xyz": [[-1.63822, 4.00361, -3.84811], [-0.90708, 4.53587, -4.16175], [-1.23361, 3.35697, -3.26986], [-3.96266, -2.37836, 2.71252], [-4.90424, -2.45528, 2.86662], [-3.88503, -1.71413, 2.02768], [-0.04251, 3.85146, 3.57794], [0.70180, 3.53609, 3.06533], [-0.72698, 3.19793, 3.43430], [1.99389, -3.70037, -3.12488], [2.11172, -4.64581, -3.03270], [2.24168, -3.34335, -2.27202], [3.05730, -1.81845, 0.46780], [3.90707, -2.23364, 0.32036], [2.88595, -1.94716, 1.40070], [0.17756, 0.87578, -0.31154], [-0.62050, 0.61624, 0.14885], [0.84383, 0.26256, -0.00124]], "atomic_forces_ev_per_a": [[-0.238, 0.042, -0.063], [0.157, 0.150, -0.096], [0.090, -0.209, 0.175], [0.201, -0.092, 0.103], [-0.239, -0.056, 0.073], [0.034, 0.149, -0.181], [-0.012, 0.169, 0.161], [0.211, -0.038, -0.153], [-0.198, -0.128, -0.020], [-0.037, 0.081, -0.195], [0.004, -0.246, -0.027], [0.020, 0.192, 0.259], [-0.229, 0.103, -0.196], [0.257, -0.051, -0.078], [-0.067, -0.048, 0.259], [-0.030, 0.252, -0.073], [-0.223, -0.054, 0.062], [0.298, -0.217, -0.011]], "smiles": "O.O.O.O.O.O", "largest_force_ev_per_a": 0.4, "orbital_gap_ev": 11.48, "energy_ha": -458.6064}

---

Entry 8:
{"formula": "H12O6", "method": "the ωB97M-V functional and the def2-TZVPD basis", "symbols": ["O", "H", "H", "O", "H", "H", "O", "H", "H", "O", "H", "H", "O", "H", "H", "O", "H", "H"], "xyz": [[-2.33119, 1.53670, 0.01531], [-3.27555, 1.49547, 0.24203], [-2.15894, 1.00563, -0.74498], [-0.89977, -2.01560, 1.32822], [0.00069, -1.71177, 1.02464], [-1.24412, -1.30309, 1.81556], [0.81717, 1.91740, 0.53784], [0.43332, 2.04603, 1.42984], [0.01602, 1.78911, 0.04476], [1.14309, -1.44571, -0.40750], [1.90101, -0.80880, -0.20321], [0.53901, -0.93558, -0.92809], [3.00376, 0.33897, -0.39290], [3.74448, 0.08175, 0.19243], [2.44057, 0.90707, 0.16228], [-1.54331, -0.63046, -1.29416], [-1.59110, -1.10796, -2.13203], [-0.99515, -1.15916, -0.69004]], "atomic_forces_ev_per_a": [[-0.433, 1.340, 1.483], [0.669, -0.127, -0.383], [-0.183, -1.051, -0.836], [1.623, -0.903, -1.279], [-0.821, -0.574, 0.219], [-0.805, 1.418, 1.037], [0.100, 0.136, 1.402], [0.583, -0.033, -0.536], [-0.733, -0.127, -0.785], [0.988, -0.126, 1.067], [-0.845, -0.883, -0.776], [0.035, 0.679, -0.760], [0.845, 0.002, 0.981], [-0.405, 0.252, -0.540], [-0.058, 0.403, -0.191], [0.345, -0.126, -0.520], [0.060, -0.013, 0.229], [-0.963, -0.268, 0.190]], "smiles": "O.O.O.O.O.O", "largest_force_ev_per_a": 2.3, "orbital_gap_ev": 11.48, "energy_ha": -458.6324}

---

Entry 9:
{"formula": "H12O6", "method": "the ωB97M-V functional and the def2-TZVPD basis", "symbols": ["O", "H", "H", "O", "H", "H", "O", "H", "H", "O", "H", "H", "O", "H", "H", "O", "H", "H"], "xyz": [[2.53544, 0.62467, 1.19478], [1.83944, 0.61167, 0.57178], [3.25244, 0.53667, 0.62678], [-1.85156, -2.58433, 0.31078], [-2.50756, -2.20933, -0.28022], [-1.56056, -1.83433, 0.79078], [0.43744, -1.64433, -2.23522], [-0.46456, -1.71933, -2.49322], [1.13744, -1.05533, -2.49322], [0.53944, 0.48267, -0.50222], [0.36144, -0.29233, -1.09622], [-0.03656, 0.09167, 0.10978], [0.33244, 3.10767, -0.12922], [0.10044, 2.24367, -0.12622], [-0.58956, 3.55167, -0.11822], [-1.22156, -0.07633, 1.59178], [-0.67956, -0.53833, 2.30278], [-1.62456, 0.70367, 1.97478]], "atomic_forces_ev_per_a": [[-0.220, 0.136, 2.611], [-1.642, 0.066, -1.020], [2.433, -0.204, -1.187], [-0.390, -1.149, -0.912], [-0.217, -0.127, -0.085], [0.385, 1.200, 0.860], [1.198, -1.524, 2.177], [-0.410, 0.873, -1.222], [-0.675, 0.495, -1.346], [0.110, -0.942, -2.363], [0.911, 0.725, -0.565], [-1.592, -0.033, 2.870], [-1.814, 5.792, 0.207], [-0.650, -4.559, -0.258], [2.457, -0.738, -0.050], [1.098, -1.341, 1.063], [-1.022, 1.220, -1.083], [0.040, 0.109, 0.305]], "smiles": "O.O.O.O.O.O", "largest_force_ev_per_a": 6.1, "orbital_gap_ev": 10.71, "energy_ha": -458.5819}

---

Entry 10:
{"formula": "H12O6", "method": "the ωB97M-V functional and the def2-TZVPD basis", "symbols": ["O", "H", "H", "O", "H", "H", "O", "H", "H", "O", "H", "H", "O", "H", "H", "O", "H", "H"], "xyz": [[0.50395, -3.17664, 0.66790], [0.95614, -2.45697, 1.17998], [0.58024, -2.74062, -0.19075], [0.99251, 2.06400, 2.16008], [1.17536, 1.33397, 2.75718], [1.16536, 1.76466, 1.23576], [2.09264, -0.23579, 0.87053], [1.84306, -0.45933, 1.77962], [3.02580, -0.49968, 0.91615], [0.09379, 1.52346, -0.34874], [-0.68894, 1.88547, 0.09357], [-0.30998, 0.67686, -0.62202], [-3.00041, 1.23804, -1.81583], [-2.73124, 1.92117, -2.44811], [-2.80921, 0.46201, -2.35972], [-1.21404, -0.84778, -1.44962], [-1.19464, -1.16180, -0.53596], [-0.48039, -1.29103, -1.89004]], "atomic_forces_ev_per_a": [[0.732, 1.702, 0.385], [-0.543, -1.149, -0.183], [-0.127, -0.530, -0.287], [0.083, 0.212, -0.279], [0.054, 0.120, -0.209], [-0.262, -0.043, 0.854], [0.608, -0.928, 0.655], [-0.342, 0.290, -0.169], [-0.077, 0.227, -0.511], [-1.002, -0.451, 0.018], [0.325, 0.499, 0.009], [0.568, 0.291, -0.433], [0.119, 0.242, -0.936], [-0.172, 0.265, 0.485], [-0.048, -0.300, 0.569], [0.310, -0.204, 0.145], [-0.183, -0.211, -0.099], [-0.044, -0.031, -0.015]], "smiles": "O.O.O.O.O.O", "largest_force_ev_per_a": 1.9, "orbital_gap_ev": 10.55, "energy_ha": -458.6073}

---

What is the formula in the first record?
H11O5S